C55H45AuN8PS as an isolated structure, computed with wB97M-V/def2-TZVPD.

```
111
Properties=species:S:1:pos:R:3:mulliken_charge:R:1
H 5.253 -1.642 -3.429 0.43
H 9.051 0.259 -2.921 0.41
S 0.594 0.677 5.252 -0.34
C -1.444 -2.560 -4.265 -1.00
N -1.058 1.502 -0.858 0.38
H 2.129 0.659 -4.761 0.40
C -2.363 3.035 0.631 0.56
C -3.530 2.514 2.676 -0.74
C 1.654 -2.202 2.835 -0.24
C 7.384 1.236 -1.990 -0.82
C 5.241 0.168 -2.270 -0.12
C -2.095 3.191 -1.901 0.62
C -2.414 -5.568 -1.741 0.08
H -1.566 1.621 -4.770 0.42
C 1.097 -0.937 4.809 0.82
H 1.393 -1.903 6.713 0.47
C -1.797 -2.580 -0.671 -0.67
H 3.888 0.643 -4.554 0.41
H 1.793 -2.238 1.761 0.26
H 5.547 1.971 -1.154 0.47
C -4.309 -6.653 -2.741 -0.34
H -3.015 1.065 1.170 0.49
C -1.515 2.584 -4.269 -1.06
H 7.683 -1.576 -3.846 0.40
H 3.745 1.732 3.608 0.46
C -3.115 -3.853 3.178 -0.71
H 6.186 -1.557 2.371 0.44
C 3.809 0.122 -1.948 0.62
N -1.004 -1.479 -0.852 0.33
C 5.421 -0.823 2.154 -0.89
C -2.301 4.374 1.018 -0.24
H -2.271 -2.042 -4.751 0.31
H -0.626 3.114 -4.613 0.29
H -1.510 -5.605 -1.146 0.46
C -4.958 5.607 -2.023 -0.81
C -3.943 -4.015 2.075 -0.75
H 2.095 -4.026 5.661 0.42
H 0.041 2.497 2.193 -0.09
H -4.885 -7.550 -2.925 0.41
N 2.797 0.093 -2.868 0.27
C 3.197 0.157 -0.709 -0.98
C 2.963 0.127 -4.311 -1.07
H -4.177 -3.741 -0.034 0.50
H -4.640 3.632 -1.237 0.47
C -2.339 5.452 -2.924 -0.13
C -2.082 -3.127 -1.909 0.31
C 5.848 -0.826 -3.036 -0.04
H -1.311 5.398 -3.263 0.44
C 5.022 0.077 3.132 -0.57
H -2.648 7.425 -3.698 0.40
H -3.888 4.162 4.001 0.42
C -2.841 -4.341 -2.248 -0.45
C -2.831 4.773 2.236 -0.80
C 0.489 1.079 3.551 0.35
N -1.482 2.392 -2.829 0.34
H -0.508 -2.203 -4.687 0.41
H -1.540 -3.625 -4.463 0.37
H 7.980 2.044 -1.587 0.42
H -2.807 -7.665 -1.589 0.41
H 2.706 1.801 1.360 0.45
N 0.737 0.095 2.734 0.38
H -0.085 3.010 3.826 0.30
C 1.849 -3.175 5.040 -0.76
H 5.476 0.044 4.115 0.45
C 7.215 -0.792 -3.266 -0.79
C 4.837 -0.785 0.898 -0.40
H -1.830 5.097 0.364 0.51
Au 0.018 0.017 0.653 1.66
C -3.088 6.594 -3.163 -0.79
C -1.863 -3.278 3.019 -0.39
C 1.984 -3.265 3.655 -0.82
H -0.471 -2.428 1.632 0.07
C -0.808 -1.344 -2.152 -0.56
C 6.020 1.200 -1.749 -0.09
H -5.983 5.662 -1.680 0.42
C -3.144 -6.718 -1.989 -0.79
C -4.003 -4.284 -3.014 0.14
C -2.893 4.383 -2.222 -0.18
H -4.979 7.566 -2.897 0.41
H -2.764 5.810 2.539 0.45
C -2.971 2.104 1.474 -0.05
H -2.394 3.167 -4.531 0.42
C 3.460 1.059 1.593 -0.16
N -1.452 -2.335 -2.831 0.38
C 4.048 1.021 2.848 -0.63
C -4.211 4.468 -1.774 -0.05
H -4.024 1.789 3.311 0.46
H -5.651 -5.384 -3.829 0.40
H 2.357 -4.181 3.217 0.45
C -3.456 3.845 3.061 -0.49
H -1.200 -3.160 3.868 0.30
N 1.842 0.136 -0.884 0.31
P 0.009 0.033 -3.024 -0.43
C -4.736 -5.437 -3.253 -0.85
H 5.141 -1.489 0.133 0.54
C 1.617 0.100 -2.181 -0.59
C 1.154 -1.042 3.414 -0.33
C -3.523 -3.611 0.818 -0.36
C 3.842 0.149 0.613 0.78
C -1.848 2.605 -0.676 -1.12
C -1.448 -2.866 1.764 0.40
H 3.003 -0.880 -4.729 0.30
C -0.872 1.375 -2.159 -0.73
C -2.266 -3.028 0.650 -0.04
H -3.442 -4.178 4.157 0.43
H -4.924 -4.455 2.199 0.42
C 1.431 -1.997 5.636 -0.45
C -4.398 6.673 -2.713 -0.39
C 7.984 0.238 -2.745 -0.39
N 0.270 2.343 3.164 -0.28
H -4.345 -3.332 -3.400 0.44
```

Calculated total energy   -93501.5793 eV
Net charge   +1
HOMO-LUMO gap   8.43 eV
Energy relative to the best compared isomer or geometry (same formula, charge and spin)   0.817 eV
Largest force on an atom   0.7 eV/A
HOMO level   -10.06 eV